1.
67
Properties=species:S:1:pos:R:3 method="wB97M-V/def2-TZVPD" lumo_energy_ha=0.008 charge=0 e_homo_ha=-0.307 homo_lumo_gap_ev=8.58 fmax_ev_per_a=8.43 multiplicity=1 molar_mass_g_mol=550.46
I -4.96761 -1.34950 2.66709
P -2.42523 0.75930 2.89880
O 0.62487 -3.49403 3.82460
O 2.88092 -2.63122 4.49388
C 2.59374 5.42805 0.23913
C -4.85633 0.51401 -6.20037
C 2.50831 -3.13462 1.97240
C 4.01187 -1.31994 -3.37541
C -2.99689 0.03774 -0.28058
C -4.92065 -0.63720 -4.07762
C 3.72178 4.85211 0.82289
C 4.28787 3.70629 0.26355
C 2.02618 4.85429 -0.89822
C 3.72260 3.13466 -0.87596
C 2.00428 -3.04952 3.56438
C 2.66623 -0.97751 -3.51147
C -1.51621 -0.69960 5.35720
C -3.57883 -0.98687 -4.22598
C -2.59611 -1.23845 0.66700
C -3.51550 0.16110 -6.35044
C -2.80235 -1.00582 2.27624
C -2.87515 -0.58546 -5.36174
C -5.55847 0.11725 -5.06190
C 4.67376 -1.07995 -2.17159
C -1.74590 0.78241 4.68808
C 0.02170 -1.29137 5.12244
C 2.58910 3.70520 -1.45429
C 2.64528 -0.15765 -1.23898
C 1.98235 -0.40107 -2.44150
C 0.08783 -2.92898 5.07350
C 3.99228 -0.49494 -1.10468
H 0.62828 -0.95845 6.09280
H -1.51889 -1.61273 0.35807
H 2.11286 0.29476 -0.40645
H -2.58173 -0.20315 -1.37253
H -6.60214 0.39526 -4.94284
H -5.35456 1.09780 -6.96983
H 1.14574 5.30188 -1.35164
H -1.01314 -3.37251 5.18898
H -1.66056 -0.56051 6.53404
H 2.28202 -4.23438 1.62110
H -2.49153 1.46389 5.32351
H 4.54369 -1.77368 -4.20752
H 0.93199 -0.14052 -2.54515
H -2.51425 1.05912 0.02523
H 0.53172 -0.76844 4.20644
H 4.50971 -0.30306 -0.16882
H 2.14494 3.25569 -2.33824
H -2.19287 -1.86133 2.83240
H -4.17250 0.15894 -0.42703
H 2.15118 -1.16088 -4.45051
H -3.33540 -2.12410 0.36085
H 0.73098 -3.36351 5.97251
H 2.15589 6.32448 0.67140
H 1.77353 -2.39390 1.39276
H -2.96893 0.46899 -7.23848
H 4.16039 5.29621 1.71215
H -5.46958 -0.95226 -3.19371
H -1.82905 -0.85551 -5.47640
H 5.72199 -1.34836 -2.06520
H -0.70781 1.37084 4.70700
H 4.16537 2.24322 -1.31321
H -2.35206 -1.46526 4.99483
H 3.63726 -2.85243 1.83721
H -1.33632 1.29776 2.07690
H 5.16924 3.25938 0.71599
H -3.08115 -1.57196 -3.45707

2.
16
Properties=species:S:1:pos:R:3 method="wB97M-V/def2-TZVPD" lumo_energy_ha=0.121 charge=-1 smiles="O=[N+]([O-])[P@](=O)([O-])c1ccccn1" e_homo_ha=-0.186 homo_lumo_gap_ev=8.37 de_lowest_kj_mol=155.2 fmax_ev_per_a=8.82 multiplicity=1 molar_mass_g_mol=187.07
P 1.90529 -0.46339 0.35472
O 3.85877 0.87762 -0.56965
O 1.97370 -2.03280 -0.51171
O 2.16743 0.93777 -1.90769
O 2.48997 -0.37520 1.67006
N -0.32704 1.14696 0.74361
N 2.68401 0.61041 -0.84367
C -1.94907 -0.85566 -0.29353
C -1.62561 1.35383 0.64435
C 0.16520 -0.01729 0.37052
C -2.49006 0.41026 0.01916
C -0.62920 -1.06404 -0.11063
H -3.52570 0.75642 0.10448
H -0.14059 -1.95537 -0.17111
H -2.59792 -1.70356 -0.59879
H -1.95918 2.37402 1.09989

3.
14
Properties=species:S:1:pos:R:3 method="wB97M-V/def2-TZVPD" lumo_energy_ha="-0.017 / -0.058" charge=0 e_homo_ha="-0.328 / -0.303" homo_lumo_gap_ev="8.44 / 6.65" de_lowest_kj_mol=746.3 fmax_ev_per_a=4.38 multiplicity=1 molar_mass_g_mol=123.11
O -5.44409 0.23482 0.06028
N -0.51884 1.27078 0.01275
N -3.45679 -0.71442 -0.07201
N -4.23593 0.24888 -0.06911
C -1.08397 -1.27623 0.00892
C 0.59802 0.44073 -0.13686
C 0.34471 -1.09917 0.13555
C -1.69061 0.94268 0.18524
C -2.12975 -0.50909 -0.03478
H 0.67236 -1.82883 -0.67437
H -2.47302 1.54361 0.36763
H 0.55116 -1.32499 1.20373
H 1.25265 0.95013 0.49157
H 0.89412 0.77469 -1.18792

4.
13
Properties=species:S:1:pos:R:3 method="wB97M-V/def2-TZVPD" lumo_energy_ha=0.034 charge=0 smiles="NC(O)=C1CC1" e_homo_ha=-0.282 homo_lumo_gap_ev=8.60 de_lowest_kj_mol=235.1 fmax_ev_per_a=0.34 multiplicity=1 molar_mass_g_mol=85.11
O -1.72302 -1.25710 -0.73238
N 0.42320 -1.44860 -1.38377
C -0.27061 1.00462 1.34528
C -0.47593 -0.71129 -0.67042
C 0.99969 1.11332 0.50228
C -0.18231 0.40676 0.00298
H -2.34016 -0.58290 -0.41829
H 0.11998 -2.08342 -2.10068
H -0.22838 0.32117 2.19473
H -0.82759 1.91978 1.54521
H 1.88618 0.56490 0.82384
H 1.21556 2.09757 0.08399
H 1.40340 -1.34481 -1.19278

5.
102
Properties=species:S:1:pos:R:3 method="wB97M-V/def2-TZVPD" lumo_energy_ha=0.026 charge=-1 e_homo_ha=-0.185 homo_lumo_gap_ev=5.74 de_lowest_kj_mol=180.3 fmax_ev_per_a=2.80 multiplicity=1 molar_mass_g_mol=1188.05
I 3.19028 1.06242 -1.20965
I -4.23258 1.38241 3.22211
Te 3.32948 -4.56527 -0.61244
Y 1.02025 -0.71253 -0.62731
P -0.98170 -2.80289 1.60626
P 1.81548 -3.28994 -1.84035
O 0.52855 -2.64327 -1.36524
O 7.66821 -0.42146 4.95354
O 1.48150 -4.27422 -3.09673
O 2.51484 -1.80746 0.66691
O -5.49791 4.37506 -1.69888
O 2.50586 -1.99207 -2.59169
O -1.69772 1.66565 1.16907
O 1.40708 -0.10162 1.46488
O 6.41749 0.97324 6.02606
N 6.60699 0.15659 5.13506
N -2.48867 1.00915 -0.94945
N -3.34476 4.70274 2.14448
C 4.65446 -1.37682 2.40962
C -0.47462 -5.11903 0.11146
C 3.83485 -1.36019 -4.49080
C 0.06752 0.08196 -3.42813
C -3.71861 -2.48929 2.22518
C -0.76915 -3.89420 -3.96779
C 0.09804 -4.31066 1.27388
C 0.72838 -3.85757 -4.21923
C 4.31946 0.55698 4.39498
C -2.61429 0.59719 -3.30154
C 3.45348 -0.68171 2.53649
C -1.25509 3.82554 2.95966
C -0.47311 0.23036 -2.13058
C -2.10595 0.58062 0.37866
C -2.69051 2.56849 1.30698
C -0.73111 -0.78803 3.52978
C 0.50779 -5.23375 2.41726
C -0.40972 -2.27086 3.33384
C -1.84117 0.58131 -2.14156
C -3.39126 2.00069 -0.92909
C -0.66861 0.16439 -4.59938
C -0.92291 -3.03903 4.54665
C -4.65868 3.68277 0.41618
C -2.47358 3.74427 2.10967
C 3.28395 0.27972 3.53001
C 5.69671 -1.10260 3.26703
C -2.96971 -4.82641 2.60419
C -5.85041 3.70953 -0.49439
C -2.03614 0.36694 -4.53106
C -4.46658 4.61097 1.39609
C 2.39248 -0.89156 1.52148
C -2.72514 -3.56061 1.78294
C 3.80266 -2.12032 -3.17388
C 5.52317 -0.13557 4.25539
C -3.64169 2.69448 0.24000
H -0.37938 -2.70948 5.43219
H -2.95570 -3.80599 0.73508
H 1.03139 -2.84794 -4.51816
H -1.32205 -5.72865 0.41543
H 1.05634 -4.69741 3.18642
H 2.33956 0.79641 3.59526
H 3.16325 -1.81930 -5.21497
H -0.18299 0.04406 -5.55799
H -1.22325 4.79545 3.44692
H 0.29677 -5.78218 -0.28231
H -6.18100 2.68422 -0.71992
H 4.74374 -2.11251 1.62285
H -0.78952 -4.11005 4.45031
H -1.27588 -0.13515 0.35054
H 4.02339 -3.18452 -3.32882
H 4.84250 -1.35147 -4.89605
H -1.06520 -3.08385 -3.30613
H -2.64746 0.36235 -5.42118
H 3.52159 -0.33264 -4.31409
H -4.74140 -2.84760 2.10725
H -3.67701 0.78612 -3.24026
H -0.34313 -5.72985 2.87514
H -1.27992 3.03613 3.70948
H -1.97477 -2.82410 4.71456
H -2.99303 0.11352 0.84328
H 0.99412 -4.56048 -5.01754
H -0.26756 -0.17148 2.76444
H -3.61245 -1.58673 1.63082
H -1.29857 -3.79067 -4.91281
H -0.36218 3.67119 2.35581
H -4.00777 -5.13592 2.46525
H -1.80345 -0.61712 3.50286
H 4.23124 1.31033 5.16397
H 6.65114 -1.59981 3.17914
H 0.68469 -2.37972 3.28091
H -1.03964 -4.84361 -3.50834
H -6.30453 4.53358 -2.20035
H 1.16882 -6.00197 2.01381
H -0.36059 -0.45073 4.49795
H -3.83652 2.32080 -1.85746
H 4.53859 -1.69739 -2.47931
H 1.02381 -3.84201 0.90989
H -5.19500 5.38284 1.59267
H -2.82554 -4.65447 3.66463
H -3.57957 -2.22505 3.27049
H 1.13654 -0.07460 -3.53754
H -0.79600 -4.46248 -0.69442
H -6.67123 4.23614 0.01161
H -2.34297 -5.65849 2.29996

6.
73
Properties=species:S:1:pos:R:3 method="wB97M-V/def2-TZVPD" lumo_energy_ha=0.001 charge=0 smiles="CC(C)C[C@@]1(CCSc2nnco2)[C@@]([C@H](Cl)[C@H](C)Cl)(P(=O)(O)O)[C@H](CCCI)[C@@](O)(S)OS1(=O)=O.NC(N)=O" e_homo_ha=-0.328 homo_lumo_gap_ev=8.96 fmax_ev_per_a=0.73 multiplicity=1 molar_mass_g_mol=787.48
I -1.36439 -6.65486 0.33018
Cl 2.76143 0.21735 2.52242
Cl 2.00688 -0.07625 -1.35743
S -2.22751 -2.53612 -3.14199
S -2.74560 0.32092 -0.73826
S -1.59838 2.75266 -3.33491
P -0.78218 -1.56271 1.75949
O -0.00530 -0.81823 2.94192
O -3.38571 -0.81259 -0.15145
O -0.38522 -0.73526 -3.21221
O 5.26508 -2.02533 0.59895
O -3.49387 1.52777 -0.86423
O -0.47682 -2.99352 1.66632
O -2.32183 -1.33395 2.08984
O -3.79692 4.11717 -2.59678
O -2.24568 -0.10646 -2.16633
N 7.48360 -2.42870 0.80211
N -3.86360 5.79262 -3.99747
N 6.66412 -0.26949 0.91013
N -2.73298 5.03360 -4.27542
C -2.73252 4.06163 -3.44176
C -1.67845 2.91237 1.52692
C 0.34659 -2.82305 -1.26165
C -0.30207 -0.65241 0.17679
C -1.11402 2.95131 -1.57962
C -0.47156 3.84441 1.42792
C -1.15185 0.73558 0.00045
C 1.23461 -0.24735 0.27802
C -4.42897 5.22336 -3.01339
C -0.70666 -1.72936 -0.94419
C -2.24968 3.06896 2.95882
C 6.39996 -1.60017 0.75900
C -1.29575 -1.18837 -2.28582
C 0.12243 -4.26803 -0.77123
C 2.37565 -0.90177 1.13541
C -1.29808 -4.80213 -0.75610
C -0.44186 1.68466 -1.01422
C 2.43252 -2.33075 1.63043
C -1.36300 1.41097 1.37708
H -1.54838 -2.25920 -0.50510
H 0.50732 -1.00124 -2.95907
H -2.47785 -1.19121 3.03065
H -5.32683 5.53704 -2.50924
H 7.31448 -3.41081 0.69366
H 0.00105 -1.38940 3.72394
H 7.58586 0.09872 1.04567
H 0.11314 3.76182 0.51730
H 3.48472 -2.59620 1.70187
H 1.93233 -3.06171 1.00736
H 0.54715 -4.41901 0.21647
H -0.36868 3.74620 -1.58407
H -2.14242 4.09862 3.29981
H -3.24847 -2.56888 -2.27520
H -0.82214 4.87873 1.47414
H -2.00667 -4.16599 -0.23572
H 8.42236 -2.10511 0.93419
H -1.67507 -5.05687 -1.73926
H 0.17224 3.70470 2.29995
H 1.34252 -2.53866 -0.93340
H -2.49937 3.21954 0.88065
H -0.12669 1.10806 -1.87716
H 3.27653 -0.77143 0.54631
H -1.74088 2.40400 3.65944
H -3.31657 2.83940 2.96918
H -1.97556 3.31747 -1.04083
H 1.23300 0.77027 0.65382
H -2.18432 0.90293 1.87396
H 0.44272 -2.89213 -2.34814
H 2.02049 -2.44012 2.63083
H 5.88369 0.36047 0.89940
H 0.70757 -4.91448 -1.43226
H -0.44854 1.25883 1.95592
H 0.48889 2.01714 -0.56279

7.
16
Properties=species:S:1:pos:R:3 method="wB97M-V/def2-TZVPD" lumo_energy_ha=0.040 charge=0 smiles=CN(C)CCF e_homo_ha=-0.315 homo_lumo_gap_ev=9.65 de_lowest_kj_mol=105.2 fmax_ev_per_a=2.33 multiplicity=1 molar_mass_g_mol=91.13
F 2.47024 -1.81695 -0.20886
N -0.28835 0.46429 0.07821
C 1.99452 -0.54367 -0.09255
C -1.37621 0.82293 0.93867
C 0.62977 -0.55643 0.54297
C -0.82785 0.32656 -1.25923
H 1.88880 -0.12914 -1.06093
H -1.87526 1.69594 0.55547
H 0.22258 -1.60285 0.33778
H -0.22731 -0.26333 -2.02979
H 0.70780 -0.48800 1.61953
H 2.79886 -0.10523 0.44759
H -1.07408 1.04245 2.00386
H -1.79834 -0.20109 -1.13886
H -0.99967 1.33333 -1.69748
H -2.24549 0.02119 0.96361

8.
59
Properties=species:S:1:pos:R:3 method="wB97M-V/def2-TZVPD" lumo_energy_ha=0.022 charge=0 smiles="COc1ccc(N(CC(=O)NCCc2cccc(C)c2)S(=O)(=O)c2c(C)noc2C)cc1" e_homo_ha=-0.317 homo_lumo_gap_ev=9.22 de_lowest_kj_mol=369.3 fmax_ev_per_a=1.38 multiplicity=1 molar_mass_g_mol=457.55
S 2.24731 1.48417 -1.32689
O 0.16046 -4.46225 0.11715
O 5.47836 -0.52082 -0.38998
O 1.90980 0.83631 -2.55584
O 0.29262 1.79155 3.23408
O 2.28415 2.91493 -1.30991
N 5.78792 0.65136 0.22169
N -1.01924 1.84094 1.39310
N 1.16980 1.01104 -0.11393
C -4.44125 1.17410 -0.12605
C 0.87549 -2.43122 1.26990
C 1.37337 1.77949 1.09406
C -3.45243 0.39553 0.46431
C -3.08825 -0.68348 -1.65122
C -4.06996 0.09927 -2.22735
C -2.77908 -0.53753 -0.30939
C 0.34112 -5.21858 1.29040
C 4.80574 1.48524 0.01425
C -4.76183 1.03735 -1.46763
C -5.83537 1.87214 -2.09756
C 3.74694 -1.56879 -1.73893
C -3.09200 0.59803 1.90914
C 4.80733 2.87224 0.53308
C 0.92692 -0.37464 0.00614
C -2.28000 1.88707 2.09488
C 3.79909 0.84671 -0.76847
C 0.43628 -1.06808 -1.10107
C 0.20536 -2.42362 -1.03078
C 4.28858 -0.41607 -0.98949
C 0.42355 -3.12759 0.15605
C 1.13042 -1.07077 1.19115
C 0.16080 1.78351 2.02831
H 5.82538 3.25061 0.55871
H 3.24824 -2.26109 -1.06063
H -6.66041 1.23997 -2.42464
H 2.24755 1.44769 1.66938
H 4.18178 3.49750 -0.09839
H 0.06917 -6.23916 1.02647
H 3.02391 -1.21066 -2.46670
H -4.30946 -0.01632 -3.27454
H -0.16306 -2.96671 -1.88606
H -2.04232 2.03382 3.15086
H 4.55864 -2.09795 -2.23278
H -5.44891 2.39179 -2.97301
H 1.54845 2.80923 0.77123
H -6.22147 2.60784 -1.39661
H -2.50224 -0.24613 2.26965
H 0.25218 -0.53331 -2.01649
H -3.99629 0.67497 2.51582
H -1.03744 1.75731 0.38773
H -0.30930 -4.86893 2.09836
H -2.55851 -1.41284 -2.24512
H -2.85645 2.74334 1.73096
H 1.38274 -5.19784 1.62671
H 4.41374 2.89374 1.54870
H -2.01340 -1.15369 0.13791
H 1.03816 -2.92986 2.21203
H -4.97501 1.89642 0.47682
H 1.47236 -0.56728 2.08050

9.
12
Properties=species:S:1:pos:R:3 method="wB97M-V/def2-TZVPD" lumo_energy_ha=-0.006 charge=0 smiles="C=NNC(=S)C(=O)S" e_homo_ha=-0.330 homo_lumo_gap_ev=8.83 de_lowest_kj_mol=193.7 fmax_ev_per_a=1.34 multiplicity=1 molar_mass_g_mol=148.21
S 1.96523 1.90148 0.25965
S 2.18526 -1.55415 -0.49737
O 0.48549 -1.18614 1.43203
N -0.47622 1.10501 -0.28475
N -1.49833 0.24626 -0.74893
C 1.01771 -0.65511 0.50019
C 0.76443 0.79213 0.11263
C -2.00223 -0.52158 0.14322
H 2.59956 -0.48735 -1.21464
H -1.69085 -0.50453 1.18157
H -0.57747 2.03999 -0.67683
H -2.77256 -1.17600 -0.20679

10.
59
Properties=species:S:1:pos:R:3 method="wB97M-V/def2-TZVPD" lumo_energy_ha=0.005 charge=0 smiles="C[N+](=O)[O-].COC(=O)OC.COC(=O)OC.COC(=O)OC.ClCCCl.ClCCCl" e_homo_ha=-0.393 homo_lumo_gap_ev=10.82 de_lowest_kj_mol=0.0 fmax_ev_per_a=0.87 multiplicity=1 molar_mass_g_mol=529.19
Cl 1.40411 1.47906 5.96352
Cl -1.32210 1.84938 2.62708
Cl 1.00015 -0.98570 1.46167
Cl -0.49894 1.07543 -1.07870
O 3.33998 1.65319 -2.96212
O 1.76106 3.26553 -2.95470
O 2.34951 -3.08941 4.75718
O -3.53642 3.31690 -3.25337
O 0.33601 -2.09125 4.97725
O 1.67317 -6.96448 -0.27800
O -4.71192 4.69238 -1.92539
O -5.76048 3.43403 -3.40454
O 1.69362 1.46762 -4.32495
O 0.70725 -3.83813 3.59869
O 0.02191 -6.82434 1.09781
N 0.69953 -6.42003 0.17155
C -5.72996 2.37039 -4.34906
C 0.83692 -0.08686 -1.14443
C -0.60901 -3.76887 3.05038
C 2.22082 2.23623 -3.37330
C 4.00655 2.33355 -1.91144
C 0.63996 -1.28569 -0.25890
C -2.33433 3.77379 -2.61763
C -0.06148 2.26533 3.84015
C 0.30132 -5.11744 -0.44974
C 2.88606 -2.14159 5.66348
C 0.58501 2.04228 -5.01584
C 1.05413 -2.92198 4.48923
C 0.32210 1.02294 4.62074
C -4.65820 3.86922 -2.78822
H -0.41226 -1.56160 -0.29185
H -5.88881 1.41412 -3.83858
H -0.56372 0.52154 4.99482
H -0.48535 3.04112 4.47126
H 4.73209 1.63058 -1.49900
H -6.58744 2.51860 -5.00187
H 2.48801 -2.26952 6.67223
H -2.04882 4.72522 -3.06790
H 2.67678 -1.11423 5.36661
H -0.71557 -4.93121 -0.13939
H -4.80132 2.33329 -4.89878
H 3.96172 -2.30617 5.69295
H -0.63436 -2.95591 2.32252
H -1.35116 -3.50219 3.80352
H 1.76070 0.44728 -0.92992
H -0.18288 2.38113 -4.32475
H 1.27881 -2.09928 -0.58363
H 0.90444 2.89390 -5.61884
H 0.41636 -5.24519 -1.52231
H 1.04275 -4.39422 -0.12548
H 0.76983 2.70281 3.29387
H -1.58070 3.02208 -2.80160
H 0.92387 -0.44041 -2.17388
H -0.76835 -4.74948 2.62086
H 0.87017 0.32956 3.99437
H -2.48757 3.93033 -1.55432
H 0.18529 1.26881 -5.66225
H 3.32350 2.61535 -1.11390
H 4.55765 3.18223 -2.31320